{
  "formula": "C21H18ClN5NaS",
  "method": "the ωB97M-V functional and the def2-TZVPD basis",
  "species": ["Na", "N", "C", "S", "N", "N", "C", "C", "C", "C", "C", "C", "C", "C", "C", "C", "C", "C", "N", "H", "H", "H", "H", "H", "H", "H", "H", "H", "H", "H", "Cl", "C", "C", "C", "C", "C", "C", "C", "H", "H", "H", "H", "H", "H", "N", "C", "H"],
  "positions_angstrom": [[1.35873, -0.23698, -1.52265], [4.46689, -0.31130, 1.91402], [3.45255, -0.63536, 1.05772], [3.90593, -1.04656, -0.54754], [2.25894, -0.51422, 1.62983], [1.22275, -0.71768, 0.78757], [0.04581, -0.63538, 1.29691], [-0.22212, -0.30028, 2.72327], [-0.80457, 0.92036, 3.04437], [-1.07236, 1.24890, 4.36661], [-0.76429, 0.35408, 5.37977], [-0.17977, -0.86691, 5.06712], [0.09340, -1.18873, 3.74741], [-1.11926, -0.84670, 0.39879], [-2.40383, -1.02441, 0.91649], [-3.45535, -1.22658, 0.03743], [-3.20983, -1.24324, -1.32442], [-1.90147, -1.05672, -1.75256], [-0.88832, -0.86917, -0.91942], [5.40608, -0.53562, 1.64773], [4.21376, -0.21906, 2.88375], [-1.04107, 1.61877, 2.25013], [-1.51891, 2.20668, 4.60286], [-0.97296, 0.60585, 6.41244], [0.07031, -1.56833, 5.85370], [0.56893, -2.12818, 3.49591], [-2.56799, -1.00392, 1.98437], [-4.45945, -1.36838, 0.41929], [-4.00080, -1.38551, -2.04800], [-1.65583, -1.04248, -2.80853], [-1.47869, 0.90389, -6.47452], [-0.74189, 1.37207, -4.94979], [-1.54323, 1.71493, -3.85857], [-0.98242, 2.06756, -2.65654], [0.44217, 2.11717, -2.43955], [1.00553, 2.35549, -1.20093], [1.21463, 1.79308, -3.61167], [0.63903, 1.42394, -4.80969], [-2.62296, 1.69465, -3.96108], [-1.63920, 2.31471, -1.82825], [0.37508, 2.57431, -0.34761], [2.07649, 2.47744, -1.08701], [2.29814, 1.84758, -3.55338], [1.27442, 1.17376, -5.65164], [1.57008, -3.73668, -1.53795], [1.27256, -2.86224, -2.24390], [2.01434, -4.21458, -0.78225]],
  "homo_lumo_gap_ev": 4.66,
  "relative_energy_kj_mol": 60.94,
  "e_lumo_ev": 2.2,
  "charge": -1,
  "e_homo_ha": -0.0894
}

***

{
  "formula": "C52H50Br2LaN8OSSe",
  "method": "the ωB97M-V functional and the def2-TZVPD basis",
  "species": ["La", "C", "C", "C", "N", "C", "C", "C", "C", "C", "C", "C", "N", "C", "C", "C", "N", "C", "C", "C", "C", "C", "C", "C", "N", "C", "C", "H", "H", "H", "H", "H", "H", "H", "H", "H", "H", "H", "H", "H", "H", "H", "H", "H", "H", "H", "H", "H", "H", "H", "H", "H", "H", "N", "C", "C", "C", "C", "C", "C", "S", "N", "C", "C", "C", "C", "C", "C", "N", "H", "H", "H", "H", "H", "H", "H", "H", "H", "Br", "C", "C", "C", "Br", "C", "C", "C", "C", "N", "C", "C", "O", "H", "H", "H", "H", "C", "C", "C", "C", "C", "C", "Se", "C", "C", "C", "H", "H", "H", "H", "H", "H", "H", "H", "H", "H", "H"],
  "positions_angstrom": [[-0.09632, 0.10522, -0.36993], [2.24538, -3.12238, -2.41730], [1.61212, -2.53209, -3.73020], [0.40916, -1.57672, -3.56117], [-0.33766, -1.57714, -2.29989], [-1.45881, -2.36036, -2.23274], [-1.75195, -3.29333, -3.29151], [-2.89453, -4.05711, -3.41445], [-4.10908, -4.02345, -2.80536], [-4.44024, -3.06639, -1.82511], [-3.62192, -2.33452, -1.03527], [-2.20752, -2.35202, -0.98002], [-1.49333, -2.22131, 0.13048], [-2.21409, -2.37801, 1.43848], [-1.28033, -2.47359, 2.68385], [-0.49444, -1.22757, 3.00160], [0.58495, -0.88323, 1.97079], [1.81015, -1.31668, 2.17420], [2.23514, -2.01066, 3.35673], [3.38561, -2.05729, 4.04814], [4.67226, -1.53743, 3.66033], [4.94817, -1.26668, 2.36891], [4.15192, -1.32331, 1.17734], [2.78077, -1.18435, 0.96580], [2.18345, -0.91226, -0.25072], [2.98478, -0.94221, -1.44315], [3.42990, -2.30114, -1.87141], [2.55052, -4.06082, -2.84765], [1.46010, -3.20773, -1.62853], [1.30408, -3.47027, -4.27666], [2.38939, -2.02558, -4.44198], [-0.22851, -1.71805, -4.41711], [0.75633, -0.55277, -3.70925], [-1.01300, -3.52864, -4.06766], [-2.80294, -4.87112, -4.17492], [-4.89948, -4.65073, -3.24641], [-5.52300, -2.92381, -1.60872], [-4.01136, -1.56162, -0.34866], [-2.77153, -3.30741, 1.25903], [-2.94287, -1.58888, 1.54283], [-0.59333, -3.32522, 2.49575], [-1.93140, -2.65585, 3.52737], [-0.16004, -1.35707, 4.01580], [-1.13850, -0.34432, 2.99474], [1.38458, -2.44168, 3.79979], [3.45954, -2.50102, 4.98410], [5.45178, -1.54782, 4.37353], [5.97707, -1.18410, 2.08616], [4.82448, -1.21465, 0.30839], [3.87181, -0.21133, -1.35348], [2.27970, -0.50546, -2.19508], [3.87307, -2.85900, -1.02147], [4.14947, -2.16343, -2.70083], [2.00487, 0.94679, 4.56090], [1.05199, 0.70969, 5.60053], [1.49937, -0.11599, 6.57933], [0.59995, -0.54396, 7.53201], [-0.67617, -0.10756, 7.48212], [-1.17581, 0.75629, 6.54747], [-0.33086, 1.06871, 5.51317], [-0.87374, 1.99168, 4.10386], [0.47587, 2.10733, 3.12689], [1.61343, 1.57326, 3.37458], [2.60814, 1.87384, 2.25228], [3.92103, 2.15045, 2.66054], [4.84987, 2.29037, 1.57667], [4.45091, 1.91405, 0.35017], [3.12425, 1.65194, 0.07586], [2.18272, 1.67378, 0.99020], [2.66914, 0.18221, 4.46127], [2.52375, -0.44143, 6.52196], [0.97513, -1.25202, 8.27904], [-1.36460, -0.47577, 8.23310], [-2.19944, 1.12724, 6.64621], [4.16751, 2.33290, 3.69347], [5.87495, 2.55517, 1.90498], [5.10449, 1.86802, -0.51076], [2.85174, 1.53219, -0.96929], [-4.91899, 0.09803, 2.32119], [-3.89801, 1.73410, 2.02679], [-4.49349, 2.96008, 2.33628], [-3.86259, 4.13931, 2.07617], [-4.73159, 5.72327, 2.72279], [-2.62892, 4.14327, 1.45788], [-1.98902, 5.35497, 0.89858], [-0.81094, 5.21375, 0.11213], [-0.29528, 3.87820, 0.02698], [-0.89016, 2.78004, 0.37905], [-2.07449, 2.91685, 1.02281], [-2.70415, 1.65720, 1.21648], [-2.16004, 0.53137, 0.88853], [-5.46041, 2.98859, 2.84389], [-2.34557, 6.39041, 1.20925], [-0.26454, 5.95317, -0.41915], [0.70247, 3.79750, -0.33810], [-3.28912, 0.34894, -7.11099], [-2.27992, 0.86870, -6.16292], [-0.92377, 1.03559, -6.39759], [-0.01373, 1.38486, -5.34430], [1.44697, 1.59667, -5.64519], [-0.46079, 1.71695, -4.07564], [0.78083, 2.04254, -2.63477], [-1.84926, 1.54811, -3.80573], [-2.53433, 1.79117, -2.44800], [-2.70878, 1.09277, -4.84309], [-3.80110, 1.20311, -7.57643], [-4.16989, -0.17261, -6.63105], [-2.86533, -0.30741, -7.89901], [-0.61917, 0.80952, -7.41446], [1.65126, 1.18638, -6.63467], [2.09444, 1.00352, -4.96936], [1.75569, 2.66187, -5.57997], [-2.20630, 2.79132, -1.91106], [-2.51998, 0.85414, -1.85141], [-3.60012, 2.00122, -2.63278], [-3.73985, 0.91772, -4.59718]],
  "homo_lumo_gap_ev": 6.33,
  "relative_energy_kj_mol": 311.37,
  "e_lumo_ev": 2.1,
  "charge": -1,
  "e_homo_ha": -0.1538
}

***

{
  "formula": "C20H25N3O3",
  "method": "the ωB97M-V functional and the def2-TZVPD basis",
  "species": ["C", "C", "O", "C", "C", "C", "C", "C", "O", "N", "C", "C", "O", "N", "C", "C", "C", "C", "C", "N", "C", "C", "C", "C", "C", "C", "H", "H", "H", "H", "H", "H", "H", "H", "H", "H", "H", "H", "H", "H", "H", "H", "H", "H", "H", "H", "H", "H", "H", "H", "H"],
  "positions_angstrom": [[3.77225, 2.33576, 6.17394], [3.83228, 3.43291, 5.11542], [4.14077, 2.93007, 3.82941], [3.19287, 2.30206, 3.09445], [3.63455, 1.76184, 1.88170], [2.75776, 1.11660, 1.04316], [1.40631, 1.00398, 1.37221], [0.51529, 0.28358, 0.42726], [0.94500, -0.59346, -0.31301], [-0.77491, 0.68271, 0.44103], [-1.88550, 0.07436, -0.27841], [-1.84328, 0.37352, -1.78980], [-2.75983, 0.94926, -2.34452], [-0.73620, -0.05888, -2.40461], [-0.56612, 0.04162, -3.84082], [-1.02936, -1.22840, -4.50426], [-2.38645, -1.46808, -4.69598], [-2.78414, -2.67039, -5.25529], [-1.80468, -3.58961, -5.60205], [-0.51325, -3.37414, -5.42281], [-0.13999, -2.22657, -4.88509], [-1.97917, -1.44300, -0.01631], [-2.17366, -1.70296, 1.47647], [-3.13005, -2.04343, -0.81853], [0.97114, 1.53029, 2.58293], [1.84965, 2.16836, 3.43955], [2.98167, 1.62259, 5.95345], [4.71773, 1.80021, 6.20173], [3.58779, 2.77778, 7.14913], [2.89939, 4.00925, 5.09287], [4.65356, 4.11913, 5.33972], [4.67793, 1.86365, 1.62925], [3.09928, 0.68705, 0.11396], [-1.00172, 1.48321, 1.00734], [-2.79997, 0.54774, 0.09458], [-0.01518, -0.52046, -1.85184], [0.48704, 0.23140, -4.05857], [-1.17535, 0.88342, -4.18377], [-3.10926, -0.71923, -4.40492], [-3.82822, -2.88909, -5.41856], [-2.06149, -4.54387, -6.04331], [0.92737, -2.09714, -4.75519], [-1.04307, -1.91079, -0.33201], [-3.09382, -1.24012, 1.82908], [-2.23426, -2.77217, 1.66321], [-1.33911, -1.30668, 2.05082], [-4.06796, -1.55386, -0.56452], [-2.96436, -1.92945, -1.88701], [-3.22271, -3.10452, -0.59967], [-0.05806, 1.41911, 2.89538], [1.47152, 2.55483, 4.37286]],
  "homo_lumo_gap_ev": 9.47,
  "relative_energy_kj_mol": 111.04,
  "e_lumo_ev": 0.6,
  "smiles": "CCOc1ccc(C(=O)N[C@@H](C(=O)NCc2cccnc2)C(C)C)cc1",
  "e_homo_ha": -0.3268
}